Record 1
Here is a structure of composition C26H23AsBiBrN8O10S3 from the OMol25 dataset. Energies are from wB97M-V/def2-TZVPD.

Summary:
Net charge = -2
Relative energy (zero: lowest compared OMol25 entry of this formula, charge and spin) = 27.22 kcal per mole
LUMO level = 3.97 eV
HOMO-LUMO gap = 7.2 eV
E = -228963.1516 eV

XYZ file:
```
73
C26H23AsBiBrN8O10S3, DFT wB97M-V/def2-TZVPD
Bi 0.16 0.48 -1.57
N -5.85 -1.40 2.87
C -4.79 -0.48 2.66
C -3.48 -0.94 2.56
C -2.44 -0.04 2.35
C -2.71 1.31 2.23
C -4.01 1.78 2.35
C -5.04 0.88 2.57
S -1.39 2.41 1.66
O 1.93 3.05 1.33
O -1.92 3.78 1.87
N -1.36 1.88 0.11
C -2.17 2.31 -0.88
N -3.18 3.20 -0.73
C -3.84 3.52 -1.83
C -3.57 3.00 -3.10
C -2.54 2.09 -3.16
N -1.87 1.73 -2.08
H -5.64 -2.31 2.50
H -6.73 -1.06 2.51
H -3.27 -2.00 2.60
H -1.43 -0.41 2.24
H -4.18 2.84 2.23
H -6.07 1.24 2.65
H -4.65 4.24 -1.70
H -4.13 3.29 -3.97
H -2.23 1.62 -4.09
N -1.10 -6.35 3.04
C -0.29 -5.47 2.29
C 0.99 -5.15 2.73
C 1.79 -4.29 1.99
C 1.33 -3.77 0.79
C 0.07 -4.11 0.33
C -0.74 -4.96 1.08
S 2.33 -2.65 -0.14
O 3.63 -2.65 0.50
O 2.25 -3.10 -1.51
N 1.63 -1.22 -0.09
C 1.77 -0.44 1.04
N 1.87 -0.91 2.29
C 2.01 0.03 3.24
C 2.05 1.39 3.01
C 1.90 1.76 1.67
N 1.75 0.87 0.72
H -0.89 -6.34 4.03
H -2.09 -6.22 2.87
H 1.35 -5.56 3.67
H 2.78 -4.00 2.33
H -0.29 -3.70 -0.61
H -1.73 -5.21 0.72
H 2.09 -0.35 4.25
H 2.15 2.12 3.80
H 1.69 3.09 0.38
O 3.33 -1.47 -3.71
As 2.25 -0.12 -4.09
O 2.31 0.13 -5.70
O 0.80 -0.69 -3.36
C 3.21 1.30 -3.13
C 4.48 0.94 -2.65
C 5.35 1.90 -2.15
C 4.98 3.24 -2.14
C 3.73 3.62 -2.59
C 2.85 2.66 -3.07
S 1.14 3.17 -3.24
O 1.07 4.40 -4.00
O 0.75 3.32 -1.83
O 0.50 2.00 -3.85
H 2.92 -2.01 -3.00
H 4.76 -0.10 -2.69
H 6.31 1.59 -1.76
H 5.67 3.98 -1.75
H 3.41 4.65 -2.55
Br -1.70 -1.31 -1.28
```

Record 2
Here is a structure of composition C26H23BN11OOsS2Sb from the OMol25 dataset. Energies are from wB97M-V/def2-TZVPD.

Summary:
Relative energy (zero: lowest compared OMol25 entry of this formula, charge and spin) = 9.33 kcal per mole
LUMO level = -0.64 eV
HOMO-LUMO gap = 6.1 eV
E = -77120.0063 eV

XYZ file:
```
66
C26H23BN11OOsS2Sb, DFT wB97M-V/def2-TZVPD
Os 0.28 -2.76 -2.23
N 2.03 -5.68 -2.23
C 1.10 -5.48 -3.26
N 0.94 -6.37 -4.20
N -0.02 -5.84 -5.00
N -0.40 -4.69 -4.56
N 0.29 -4.41 -3.42
C 2.27 -4.81 -1.22
N 3.11 -4.94 -0.16
N 3.00 -3.86 0.56
N 2.12 -3.08 -0.05
N 1.66 -3.65 -1.16
H 2.54 -6.55 -2.26
O -1.37 -1.88 -3.18
N -1.13 -1.18 -4.28
C -2.20 -0.81 -5.02
C -2.06 -0.05 -6.15
C -0.77 0.34 -6.53
C 0.30 -0.05 -5.78
C 0.13 -0.84 -4.63
S 1.45 -1.38 -3.65
H -3.14 -1.18 -4.63
H -2.93 0.22 -6.72
H -0.62 0.93 -7.42
H 1.31 0.22 -6.05
S -0.07 0.05 -0.63
Sb -0.01 1.09 1.53
C -1.12 0.18 3.08
C -0.51 -0.38 4.19
C -1.29 -0.94 5.19
C -2.67 -0.96 5.07
C -3.28 -0.42 3.95
C -2.51 0.16 2.95
C -1.40 2.64 1.07
C -1.70 3.52 2.10
C -2.60 4.56 1.91
C -3.20 4.73 0.66
C -2.90 3.86 -0.37
C -2.01 2.82 -0.17
C 1.56 2.31 2.23
C 2.46 1.87 3.19
C 3.46 2.72 3.63
C 3.58 4.00 3.10
C 2.69 4.43 2.13
C 1.67 3.59 1.70
H 0.57 -0.41 4.28
H -0.82 -1.38 6.06
H -3.28 -1.41 5.85
H -4.36 -0.44 3.85
H -2.99 0.60 2.09
H -1.24 3.40 3.08
H -2.83 5.24 2.72
H -3.89 5.55 0.51
H -3.37 3.99 -1.34
H -1.79 2.15 -1.00
H 2.42 0.85 3.56
H 4.17 2.37 4.37
H 4.37 4.65 3.44
H 2.78 5.42 1.70
H 0.97 3.94 0.95
B 2.17 -0.98 1.51
C 1.61 -1.82 0.27
N 0.69 -1.47 -0.60
H 2.90 -1.62 2.21
H 2.69 0.02 1.07
H 1.19 -0.67 2.21
```

Record 3
Here is a structure of composition C26H23Br4Cl2FeN6O6 from the OMol25 dataset. Energies are from wB97M-V/def2-TZVPD.

Summary:
2S+1 = 5
Net charge = -1
Relative energy (zero: lowest compared OMol25 entry of this formula, charge and spin) = 0.61 kcal per mole
LUMO level (spin up / spin down) = 1.94 / 1.93 eV
HOMO-LUMO gap (spin up / spin down) = 5.8 / 5.9 eV
E = -388170.6421 eV

XYZ file:
```
68
C26H23Br4Cl2FeN6O6, DFT wB97M-V/def2-TZVPD
Fe 0.55 0.90 -0.08
C 3.46 -0.47 3.31
C 3.22 0.41 2.24
N 2.82 0.00 1.06
C 2.67 -1.32 0.87
C 2.93 -2.28 1.85
C 3.31 -1.81 3.12
C 2.83 -3.68 1.52
C 2.54 -4.08 0.26
C 2.27 -3.12 -0.77
C 2.02 -3.47 -2.11
C 1.80 -2.48 -3.03
C 1.73 -1.15 -2.59
N 1.92 -0.80 -1.34
C 2.27 -1.75 -0.46
H 3.75 -0.06 4.28
H 3.33 1.48 2.36
H 3.49 -2.52 3.92
H 3.02 -4.41 2.30
H 2.49 -5.13 0.02
H 2.03 -4.51 -2.40
H 1.65 -2.71 -4.08
H 1.46 -0.33 -3.26
N -1.36 2.14 -0.10
C -1.57 2.80 -1.38
C -3.03 2.92 -1.83
C -3.90 1.67 -1.64
C -3.26 0.34 -2.00
N -2.69 0.34 -3.35
C -1.66 -0.42 -3.68
N -1.38 -1.53 -2.99
N -0.94 -0.05 -4.77
C -0.70 2.15 -2.48
O -0.86 2.52 -3.67
O 0.10 1.24 -2.12
H -2.10 1.50 0.21
H -1.16 2.80 0.64
H -1.18 3.82 -1.31
H -3.03 3.24 -2.87
H -3.51 3.72 -1.27
H -4.83 1.80 -2.21
H -4.20 1.57 -0.60
H -4.00 -0.46 -1.91
H -2.46 0.12 -1.31
H -2.78 1.19 -3.89
H -1.66 -1.57 -2.02
H -0.45 -1.90 -3.12
H -0.75 0.96 -4.73
H -0.11 -0.60 -4.92
Br 0.17 1.71 6.91
C 0.45 2.01 5.05
C 0.84 3.25 4.59
Br 1.09 4.70 5.79
C 1.07 3.44 3.22
Br 1.63 5.10 2.51
C 0.91 2.40 2.30
O 1.18 2.50 1.03
C 0.43 1.12 2.77
O 0.26 0.20 1.89
C 0.26 0.96 4.14
Br -0.23 -0.79 4.70
Cl -2.73 -2.64 2.75
C -1.63 -2.42 1.39
Cl -1.88 -3.74 0.18
C -1.78 -1.07 0.66
O -2.71 -0.32 0.94
O -0.86 -0.91 -0.21
H -0.61 -2.52 1.76
```